# 1
Formula: C28H22NiO6P
Source: the Open Molecules 2025 dataset
Level of theory: ωB97M-V/def2-TZVPD

Summary:
multiplicity = 3
<S²> = 2.009
ΔE to the lowest compared entry with this formula, charge and spin = 87.4 kJ/mol
charge = -1
gap between HOMO and LUMO (spin up / spin down) = 6.70 / 7.51 eV
total energy = -3381.4086 hartree

CARTESIAN COORDINATES (ANGSTROEM)
Ni 0.498 0.229 -2.490
O 4.358 -1.249 -3.098
C 3.478 -0.966 -2.303
O 2.212 -0.977 -2.496
C 3.900 -0.583 -0.875
C 5.242 -0.750 -0.555
C 5.736 -0.406 0.694
C 4.882 0.137 1.641
C 3.540 0.316 1.336
C 3.030 -0.052 0.090
P 1.230 0.068 -0.286
C 0.532 1.199 0.979
C 1.064 2.490 1.060
C 0.483 3.455 1.871
C -0.663 3.151 2.600
C -1.217 1.883 2.508
C -0.621 0.914 1.705
C 0.655 -1.580 0.314
C 0.011 -2.479 -0.527
C -0.425 -3.710 -0.049
C -0.220 -4.061 1.279
C 0.434 -3.177 2.127
C 0.868 -1.952 1.641
H 5.885 -1.149 -1.329
H 6.784 -0.551 0.927
H 5.257 0.422 2.616
H 2.886 0.748 2.085
H 1.944 2.749 0.481
H 0.915 4.447 1.922
H -1.128 3.904 3.224
H -2.125 1.641 3.046
H -1.084 -0.062 1.622
H -0.171 -2.242 -1.568
H -0.933 -4.389 -0.722
H -0.564 -5.018 1.652
H 0.608 -3.437 3.164
H 1.381 -1.271 2.312
O -4.628 1.115 -2.291
C -4.546 0.301 -1.193
C -5.527 0.281 -0.212
C -5.386 -0.549 0.895
C -4.258 -1.351 1.023
C -3.282 -1.308 0.032
C -3.413 -0.495 -1.085
C -2.341 -0.488 -2.144
O -2.472 -1.131 -3.175
O -1.302 0.159 -1.757
H -5.471 1.583 -2.271
H -6.400 0.918 -0.317
H -6.158 -0.561 1.654
H -4.133 -2.000 1.881
H -2.389 -1.922 0.119
C 0.454 3.228 -2.600
C 0.609 1.954 -3.400
O 0.711 2.003 -4.609
H 1.330 3.343 -1.954
H -0.414 3.128 -1.942
H 0.353 4.100 -3.250

---

# 2
Formula: C12H30ClLi3N2O4
Source: the Open Molecules 2025 dataset
Level of theory: ωB97M-V/def2-TZVPD

Summary:
ΔE to the lowest compared entry with this formula, charge and spin = 2.8 kJ/mol
charge = +2
gap between HOMO and LUMO = 7.36 eV
total energy = -1368.0335 hartree

CARTESIAN COORDINATES (ANGSTROEM)
Li -1.243 1.969 -0.219
Li 2.417 0.131 -2.361
Li -0.249 -0.293 -2.086
Cl 1.204 0.803 -0.466
C 0.290 4.328 0.615
O -0.880 3.526 1.048
C -0.766 3.098 2.345
C -1.950 2.019 2.376
N -1.729 0.843 1.468
C -2.806 -0.149 1.623
C -3.171 -0.584 3.120
O -3.956 0.349 3.942
C -5.143 0.964 3.378
H 0.009 5.176 -0.010
H 1.049 3.647 0.229
H 0.742 4.873 1.443
H -0.721 3.836 3.147
H 0.117 2.508 2.591
H -2.905 2.470 2.107
H -2.142 1.702 3.401
H -0.912 0.277 1.648
H -2.422 -1.009 1.075
H -3.704 0.273 1.172
H -2.278 -0.844 3.688
H -3.714 -1.529 3.089
H -4.900 1.661 2.576
H -5.608 1.519 4.192
H -5.838 0.168 3.112
C 5.741 0.799 -2.617
O 4.502 0.206 -2.235
C 4.625 -1.200 -2.000
C 3.359 -1.811 -1.333
N 2.273 -1.960 -2.265
C 1.365 -2.791 -1.441
C 0.078 -3.015 -2.088
O -1.000 -2.033 -1.684
C -2.316 -2.383 -2.186
H 5.575 1.825 -2.946
H 6.141 0.127 -3.377
H 6.389 0.767 -1.742
H 5.488 -1.506 -1.409
H 4.766 -1.541 -3.025
H 3.044 -1.344 -0.401
H 3.671 -2.744 -0.864
H 2.620 -2.496 -3.047
H 1.226 -2.352 -0.453
H 1.749 -3.799 -1.284
H -0.355 -3.965 -1.775
H 0.230 -3.151 -3.159
H -2.861 -2.935 -1.420
H -2.227 -2.958 -3.108
H -2.874 -1.468 -2.386

---

# 3
Formula: C20H12Cl5N4O3STi
Source: the Open Molecules 2025 dataset
Level of theory: ωB97M-V/def2-TZVPD

Summary:
ΔE to the lowest compared entry with this formula, charge and spin = 0.0 kJ/mol
charge = -1
gap between HOMO and LUMO (spin up / spin down) = 5.72 / 5.71 eV
total energy = -4762.9217 hartree

CARTESIAN COORDINATES (ANGSTROEM)
Ti -0.257 0.466 -0.779
N -2.855 1.040 -4.485
C -2.124 1.016 -3.302
S -1.084 -0.342 -3.038
N -2.299 1.993 -2.482
N -1.557 1.870 -1.319
C -1.887 2.782 -0.366
C -1.103 2.779 0.763
C -1.308 3.595 1.914
C -0.420 3.550 2.938
C 0.703 2.668 2.859
C 0.817 1.850 1.780
N -0.067 1.852 0.743
H -2.412 0.548 -5.243
H -3.172 1.967 -4.728
H -2.727 3.443 -0.527
H -2.172 4.246 1.937
H -0.562 4.170 3.815
H 1.435 2.619 3.653
H 1.621 1.129 1.703
Cl 1.684 3.134 -1.743
C 2.450 1.598 -2.052
C 1.748 0.430 -1.767
C 2.391 -0.748 -2.112
Cl 1.507 -2.242 -1.892
C 3.664 -0.805 -2.666
Cl 4.410 -2.311 -3.062
C 4.343 0.388 -2.910
Cl 5.923 0.360 -3.602
C 3.726 1.603 -2.612
Cl 4.554 3.080 -2.958
O 1.328 -2.916 2.176
C 0.037 -3.270 2.288
C -0.268 -4.396 3.056
C -1.578 -4.802 3.201
C -2.619 -4.105 2.588
C -2.323 -2.994 1.827
C -1.005 -2.564 1.668
C -0.730 -1.377 0.837
O 0.468 -0.944 0.714
O -1.648 -0.773 0.222
H 1.361 -2.118 1.604
H 0.547 -4.932 3.526
H -1.797 -5.678 3.800
H -3.643 -4.434 2.706
H -3.098 -2.427 1.328

---

# 4
Formula: C3H7NO2S
Source: the Open Molecules 2025 dataset
Level of theory: ωB97M-V/def2-TZVPD

Summary:
SMILES = N[C@@H](CS)C(=O)O
ΔE to the lowest compared entry with this formula, charge and spin = 123.6 kJ/mol
charge = 0
gap between HOMO and LUMO = 9.53 eV
total energy = -721.9156 hartree

CARTESIAN COORDINATES (ANGSTROEM)
O -0.835 1.997 -0.143
C 0.084 1.359 0.392
O 0.923 1.813 1.445
C 0.192 -0.142 0.138
C 0.071 -0.343 -1.367
S 0.216 -2.086 -1.833
N -0.945 -0.770 0.781
H 0.741 2.765 1.632
H 1.158 -0.731 0.454
H -0.932 0.095 -1.658
H 0.910 0.190 -1.861
H 0.551 -2.554 -0.689
H -1.466 -0.123 1.309
H -0.666 -1.468 1.398

---

# 5
Formula: CH2BrClFNO2S
Source: the Open Molecules 2025 dataset
Level of theory: ωB97M-V/def2-TZVPD

Summary:
SMILES = NS(=O)(=O)[C@](F)(Cl)Br
ΔE to the lowest compared entry with this formula, charge and spin = 53.6 kJ/mol
charge = 0
gap between HOMO and LUMO = 11.03 eV
total energy = -3776.7558 hartree

CARTESIAN COORDINATES (ANGSTROEM)
C -1.083 -0.086 -0.463
N 1.345 -0.665 0.182
O -0.221 0.654 1.750
O 0.801 1.757 -0.236
F -1.012 -0.069 -1.788
S 0.302 0.609 0.427
Cl -2.516 1.001 -0.007
Br -1.509 -1.874 -0.009
H 1.803 -0.505 -0.725
H 2.089 -0.822 0.868

---

# 6
Formula: C3H6LiO5Pt
Source: the Open Molecules 2025 dataset
Level of theory: ωB97M-V/def2-TZVPD

Summary:
multiplicity = 4
<S²> = 3.756
ΔE to the lowest compared entry with this formula, charge and spin = 171.4 kJ/mol
charge = 0
gap between HOMO and LUMO (spin up / spin down) = 5.54 / 7.45 eV
total energy = -620.6709 hartree

CARTESIAN COORDINATES (ANGSTROEM)
H 1.353 2.675 1.164
C 1.434 1.691 0.659
C 0.017 1.144 0.592
O -0.411 0.819 -0.713
Li 3.302 0.566 2.501
O 2.248 0.656 1.112
H 1.779 2.006 -0.347
H -0.778 1.659 1.149
H 0.025 0.362 1.369
C -0.882 -1.060 -0.702
O -1.186 -1.826 0.259
O -1.652 -0.958 -1.828
H -2.438 -0.458 -1.583
Pt 1.197 -1.846 0.408
O 0.430 -1.234 -1.093
H 0.522 0.063 -1.408

---

> charge of number 5 (CH2BrClFNO2S)?

0

---

> total energy of number 1 (C28H22NiO6P)?

-3381.4086 hartree

---

> charge of number 3 (C20H12Cl5N4O3STi)?

-1

---

> What is the formula in the first record?

C28H22NiO6P